Below is a 11-piece molecular cluster, C58H120F18N11O20S10 overall, with properties calculated with wB97M-V/def2-TZVPD.

For the HOMO-LUMO gap, the calculation gives 5.69 eV. As for the energy relative to the best compared isomer or geometry (same formula, charge and spin): 0.000 eV.

ORCA input file:
```
! wB97M-V def2-TZVPD RIJCOSX def2/J DEFGRID3
* xyz 1 1
C -4.882 -6.656 -8.144
C -5.546 -5.668 -9.217
C -6.039 -4.290 -8.649
N -7.583 -4.056 -8.392
C -8.177 -5.129 -7.389
C -9.677 -4.788 -6.945
C -9.742 -3.349 -6.444
C -9.235 -2.311 -7.423
C -7.745 -2.604 -7.872
C -8.467 -4.194 -9.670
H -4.161 -7.297 -8.650
H -5.582 -7.313 -7.628
H -4.382 -6.099 -7.351
H -6.379 -6.174 -9.704
H -4.862 -5.359 -10.008
H -5.605 -3.514 -9.280
H -5.597 -4.247 -7.653
H -7.493 -5.033 -6.545
H -8.059 -6.128 -7.809
H -9.837 -5.368 -6.035
H -10.444 -5.024 -7.682
H -9.095 -3.241 -5.574
H -10.707 -3.179 -5.966
H -9.431 -1.290 -7.094
H -9.937 -2.301 -8.257
H -7.066 -2.488 -7.027
H -7.450 -1.906 -8.655
H -8.164 -5.123 -10.153
H -8.307 -3.322 -10.304
H -9.530 -4.321 -9.464
C 5.516 5.058 -4.171
C 4.164 5.703 -4.417
C 3.902 5.971 -5.880
N 2.472 6.136 -6.393
C 1.687 7.203 -5.488
C 2.304 8.627 -5.832
C 2.015 9.004 -7.322
C 2.873 8.054 -8.143
C 2.493 6.538 -7.860
C 1.629 4.810 -6.252
H 5.421 4.540 -3.217
H 6.297 5.816 -4.126
H 5.742 4.326 -4.947
H 4.201 6.646 -3.871
H 3.329 5.128 -4.015
H 4.253 5.132 -6.480
H 4.482 6.823 -6.237
H 1.795 6.898 -4.447
H 0.620 7.191 -5.708
H 3.385 8.656 -5.696
H 1.979 9.417 -5.154
H 2.196 10.061 -7.519
H 0.943 8.936 -7.506
H 3.926 8.245 -7.939
H 2.759 8.281 -9.203
H 3.144 5.788 -8.308
H 1.468 6.566 -8.230
H 1.626 4.574 -5.188
H 2.096 4.096 -6.931
H 0.668 5.120 -6.665
C -5.188 8.191 1.688
C -5.586 7.502 0.400
C -5.659 6.006 0.639
N -5.817 5.101 -0.626
C -5.813 3.576 -0.313
C -7.072 3.204 0.472
C -8.382 3.658 -0.223
C -8.331 5.143 -0.698
C -7.052 5.497 -1.420
C -4.578 5.336 -1.581
H -5.963 8.064 2.445
H -5.132 9.270 1.546
H -4.353 7.795 2.266
H -4.864 7.829 -0.348
H -6.616 7.850 0.327
H -6.427 5.719 1.357
H -4.744 5.623 1.091
H -4.901 3.351 0.239
H -5.746 3.053 -1.267
H -6.993 3.662 1.458
H -7.088 2.119 0.568
H -9.261 3.491 0.399
H -8.554 3.095 -1.141
H -8.626 5.805 0.117
H -9.166 5.324 -1.374
H -6.846 6.487 -1.825
H -6.926 4.777 -2.229
H -4.563 4.512 -2.294
H -3.666 5.247 -0.992
H -4.717 6.329 -2.006
C 8.647 -3.584 0.847
C 9.916 -4.300 0.577
C 10.120 -5.599 1.400
N 11.648 -5.999 1.605
C 11.735 -7.454 2.070
C 11.398 -8.519 0.942
C 12.312 -8.258 -0.284
C 12.116 -6.801 -0.768
C 12.542 -5.882 0.360
C 12.165 -5.055 2.660
H 8.569 -2.586 0.414
H 8.633 -3.555 1.937
H 7.772 -4.147 0.522
H 10.750 -3.601 0.645
H 10.004 -4.535 -0.483
H 9.687 -6.360 0.751
H 9.728 -5.548 2.416
H 11.167 -7.491 2.999
H 12.794 -7.556 2.305
H 10.343 -8.531 0.667
H 11.474 -9.480 1.450
H 12.076 -8.973 -1.073
H 13.315 -8.524 0.050
H 11.079 -6.614 -1.046
H 12.841 -6.497 -1.523
H 12.528 -4.840 0.040
H 13.544 -6.050 0.754
H 13.249 -5.086 2.772
H 11.697 -5.156 3.639
H 11.948 -4.069 2.250
C 1.698 9.760 2.866
C 2.409 8.645 3.636
C 3.104 9.107 4.961
N 3.878 7.907 5.545
C 4.690 8.546 6.729
C 5.187 7.561 7.750
C 4.022 6.758 8.258
C 3.378 5.932 7.191
C 2.820 6.809 6.035
C 4.912 7.237 4.574
H 2.240 10.442 2.212
H 1.122 10.453 3.480
H 1.019 9.278 2.164
H 3.087 8.063 3.012
H 1.631 7.915 3.863
H 2.474 9.524 5.746
H 3.919 9.697 4.542
H 4.025 9.153 7.342
H 5.484 9.193 6.356
H 5.571 8.084 8.626
H 6.028 6.929 7.464
H 3.291 7.468 8.646
H 4.297 6.058 9.047
H 2.491 5.451 7.605
H 4.083 5.180 6.837
H 1.911 7.271 6.422
H 2.581 6.246 5.132
H 4.441 6.569 3.853
H 5.488 6.643 5.283
H 5.519 8.046 4.169
C -2.848 -4.791 10.119
C -1.998 -5.385 8.927
C -0.715 -4.578 8.696
N 0.241 -5.221 7.681
C -0.549 -5.327 6.262
C 0.453 -5.724 5.195
C 1.656 -4.835 5.070
C 2.354 -4.599 6.466
C 1.359 -4.110 7.576
C 0.894 -6.509 8.280
H -3.898 -5.078 10.177
H -3.079 -3.745 9.917
H -2.400 -4.916 11.105
H -2.731 -5.345 8.121
H -1.916 -6.403 9.309
H -0.210 -4.464 9.655
H -1.041 -3.606 8.327
H -0.940 -4.329 6.067
H -1.370 -6.042 6.312
H -0.011 -5.641 4.213
H 0.693 -6.788 5.185
H 1.279 -3.876 4.715
H 2.398 -5.122 4.326
H 3.018 -3.775 6.203
H 2.936 -5.463 6.787
H 0.960 -3.131 7.310
H 1.912 -4.061 8.513
H 1.384 -6.909 7.393
H 0.073 -7.212 8.425
H 1.514 -6.196 9.120
N -4.487 6.055 -8.073
S -5.353 7.172 -8.227
O -6.666 7.077 -7.693
O -5.147 7.916 -9.450
F -4.658 8.124 -7.169
S -5.398 4.909 -8.970
O -5.202 4.973 -10.439
O -6.609 4.463 -8.362
F -4.497 3.659 -8.654
N 3.757 -9.310 -2.995
S 2.368 -8.760 -2.737
O 2.059 -7.578 -3.523
O 1.857 -8.801 -1.370
F 1.549 -9.911 -3.503
S 4.550 -8.186 -1.984
O 4.673 -8.670 -0.579
O 4.484 -6.768 -2.272
F 6.090 -8.433 -2.451
N -0.994 0.173 13.484
S -1.536 1.387 14.124
O -2.437 2.326 13.436
O -0.665 1.907 15.182
F -2.640 0.564 14.968
S 0.098 0.922 12.383
O 0.992 1.940 12.896
O -0.225 0.917 10.981
F 1.082 -0.339 12.406
C -7.316 -10.749 -0.828
F -7.130 -11.896 -1.383
F -8.656 -10.573 -0.764
F -6.728 -10.740 0.343
S -6.594 -9.368 -1.999
O -5.287 -9.914 -2.428
O -7.572 -9.161 -3.098
N -6.685 -8.036 -0.882
S -5.267 -7.599 -0.821
O -4.437 -8.444 0.083
O -4.619 -7.269 -2.076
C -5.534 -5.888 0.211
F -6.573 -5.256 -0.454
F -5.698 -6.196 1.500
F -4.401 -5.163 0.122
C -0.177 1.018 1.991
F -0.728 -0.130 1.831
F -1.050 1.986 2.237
F 0.696 0.905 3.022
S 0.923 1.562 0.458
O 0.907 2.981 0.491
O 2.282 1.005 0.618
N -0.089 1.105 -0.797
S 0.596 -0.096 -1.374
O 1.750 0.209 -2.132
O 0.819 -1.163 -0.397
C -0.799 -0.695 -2.568
F -0.518 -1.913 -2.919
F -1.993 -0.608 -1.947
F -0.757 0.072 -3.686
*
```


Below is the molecule C6H10, with properties calculated with wB97M-V/def2-TZVPD.

For the HOMO-LUMO gap, the calculation gives 10.22 eV. Its SMILES is CC#CCCC. As for the energy relative to the best compared isomer or geometry (same formula, charge and spin): 2.391 eV.

ORCA input file:
```
! wB97M-V def2-TZVPD RIJCOSX def2/J DEFGRID3
* xyz 0 1
C -1.538 0.017 0.873
C -1.627 0.337 -0.625
C -0.334 0.119 -1.430
C 0.562 -0.916 -0.865
C 1.505 -0.831 -0.117
C 2.467 -0.287 0.823
H -1.340 -1.047 1.042
H -2.484 0.265 1.367
H -0.743 0.580 1.378
H -1.898 1.392 -0.751
H -2.434 -0.256 -1.067
H -0.524 -0.007 -2.495
H 0.306 1.006 -1.332
H 2.931 -1.070 1.415
H 3.231 0.298 0.298
H 1.922 0.399 1.488
*
```


Below is the molecule C3H4N2, with properties calculated with wB97M-V/def2-TZVPD.

For the HOMO-LUMO gap, the calculation gives 9.79 eV. Its SMILES is c1c[nH]cn1. As for the energy relative to the best compared isomer or geometry (same formula, charge and spin): 0.622 eV.

ORCA input file:
```
! wB97M-V def2-TZVPD RIJCOSX def2/J DEFGRID3
* xyz 0 1
C 1.257 0.017 -0.027
C 0.294 -0.996 0.168
N -0.955 -0.274 0.039
C -0.649 1.059 -0.170
N 0.672 1.199 -0.325
H 2.323 -0.020 0.173
H 0.340 -2.083 0.214
H -1.772 -0.732 0.335
H -1.510 1.830 -0.406
*
```


Below is C28H28IrN2PS4 as an isolated structure, with properties calculated with wB97M-V/def2-TZVPD.

As for the expectation value of S²: 6.020. For the HOMO-LUMO gap (alpha / beta), the calculation gives 7.00 / 6.19 eV.

ORCA input file:
```
! wB97M-V def2-TZVPD RIJCOSX def2/J DEFGRID3
* xyz 0 5
Ir 0.168 0.155 -0.436
C -0.110 1.830 -3.370
N 0.980 1.041 -2.782
C 2.100 1.898 -2.363
C 3.016 1.207 -1.374
N 2.419 1.111 -0.024
C 3.163 0.137 0.798
C 2.342 2.423 0.596
C 3.482 3.005 1.144
C 3.434 4.266 1.713
C 2.229 4.960 1.725
C 1.096 4.391 1.169
C 1.130 3.113 0.597
S -0.363 2.451 -0.066
C 1.419 -0.021 -3.654
C 1.840 0.246 -4.954
C 2.271 -0.772 -5.788
C 2.293 -2.081 -5.317
C 1.890 -2.354 -4.021
C 1.448 -1.329 -3.178
S 0.937 -1.754 -1.553
H 0.218 2.421 -4.234
H -0.499 2.505 -2.610
H -0.906 1.156 -3.685
H 1.682 2.801 -1.916
H 2.690 2.203 -3.235
H 3.961 1.755 -1.314
H 3.238 0.195 -1.719
H 4.235 0.361 0.829
H 3.025 -0.854 0.372
H 2.770 0.147 1.813
H 4.423 2.467 1.130
H 4.329 4.702 2.140
H 2.173 5.947 2.166
H 0.153 4.927 1.173
H 1.829 1.266 -5.322
H 2.589 -0.545 -6.799
H 2.628 -2.887 -5.958
H 1.905 -3.370 -3.641
S -2.425 -0.291 -0.311
P -1.980 -1.134 1.445
S -0.030 -0.846 1.887
C -3.005 -0.450 2.770
C -2.597 0.713 3.419
C -3.409 1.286 4.387
C -4.629 0.704 4.706
C -5.041 -0.451 4.054
C -4.232 -1.028 3.085
C -2.351 -2.907 1.434
C -3.128 -3.463 0.426
C -3.437 -4.819 0.457
C -2.968 -5.616 1.491
C -2.186 -5.062 2.499
C -1.876 -3.711 2.471
H -1.647 1.166 3.159
H -3.090 2.190 4.890
H -5.262 1.152 5.462
H -5.994 -0.905 4.301
H -4.558 -1.928 2.578
H -3.472 -2.836 -0.386
H -4.039 -5.252 -0.332
H -3.206 -6.672 1.509
H -1.814 -5.686 3.302
H -1.253 -3.278 3.245
*
```


Below is a 8-piece molecular cluster, C32H86N6O10 overall, with properties calculated with wB97M-V/def2-TZVPD.

For the HOMO-LUMO gap, the calculation gives 7.73 eV.

ORCA input file:
```
! wB97M-V def2-TZVPD RIJCOSX def2/J DEFGRID3
* xyz 4 1
C 1.658 0.639 5.323
C 1.236 2.091 5.172
C 0.975 2.741 6.473
O 1.065 4.130 6.144
C 2.008 4.919 6.879
N 2.285 2.983 4.485
H 1.939 3.923 4.586
H 3.184 2.850 4.944
H 2.325 2.750 3.508
H 2.634 0.598 5.821
H 1.691 0.092 4.365
H 0.783 0.200 5.803
H 0.388 2.124 4.506
H 1.744 2.496 7.218
H -0.010 2.447 6.867
H 3.016 4.610 6.581
H 1.863 4.842 7.963
H 1.817 6.001 6.686
C -2.266 8.569 1.272
C -2.452 7.193 1.932
C -1.125 6.589 2.259
O -1.278 5.290 2.890
C -1.424 4.167 1.898
N -3.302 7.219 3.174
H -2.956 6.511 3.853
H -3.293 8.168 3.517
H -4.258 7.017 2.892
H -1.480 9.149 1.789
H -3.122 9.245 1.200
H -1.938 8.399 0.261
H -3.044 6.596 1.237
H -0.533 7.234 2.926
H -0.557 6.548 1.343
H -0.618 4.316 1.148
H -2.321 4.398 1.332
H -1.451 3.201 2.372
C -4.870 -1.278 0.739
N -5.306 -0.893 -0.635
C -4.679 -1.877 -1.605
C -6.747 -0.983 -0.716
C -4.739 0.474 -0.923
C -4.439 0.871 -2.377
O -5.682 0.857 -3.053
H -5.276 -2.272 0.964
H -5.377 -0.522 1.346
H -3.775 -1.309 0.804
H -5.062 -1.749 -2.582
H -4.900 -2.840 -1.141
H -3.608 -1.648 -1.567
H -7.084 -0.473 -1.605
H -7.200 -0.517 0.130
H -7.039 -2.068 -0.834
H -3.710 0.449 -0.496
H -5.446 1.193 -0.449
H -3.656 0.250 -2.843
H -3.973 1.878 -2.318
H -5.659 1.118 -3.984
C 2.268 -4.243 -5.712
N 2.123 -4.101 -4.227
C 1.325 -5.219 -3.809
C 3.432 -4.295 -3.582
C 1.545 -2.761 -3.859
C 0.036 -2.686 -3.822
O -0.495 -2.468 -5.136
H 1.310 -4.115 -6.176
H 2.699 -5.230 -5.831
H 2.877 -3.455 -6.133
H 1.231 -5.126 -2.727
H 1.747 -6.199 -4.084
H 0.354 -5.144 -4.332
H 3.345 -4.329 -2.501
H 4.098 -3.454 -3.787
H 3.921 -5.168 -3.960
H 1.866 -2.050 -4.594
H 1.989 -2.517 -2.900
H -0.273 -1.854 -3.176
H -0.279 -3.579 -3.299
H -1.446 -2.317 -5.159
C 2.978 1.385 -1.986
N 2.721 2.675 -2.647
C 2.415 2.549 -4.079
C 1.537 3.319 -2.019
C 3.903 3.658 -2.444
C 5.321 3.180 -2.760
O 5.480 2.606 -4.002
H 3.169 1.519 -0.916
H 3.825 0.927 -2.530
H 2.126 0.712 -1.991
H 2.375 3.568 -4.502
H 1.464 2.028 -4.142
H 3.212 1.996 -4.561
H 0.823 2.499 -1.867
H 1.166 4.025 -2.720
H 1.794 3.765 -1.066
H 3.857 4.015 -1.431
H 3.683 4.496 -3.112
H 5.590 2.385 -2.058
H 5.928 4.053 -2.548
H 6.371 2.649 -4.354
C 1.256 -6.531 0.899
N 0.194 -5.655 1.549
C -0.649 -6.528 2.335
C 0.745 -4.593 2.405
C -0.650 -4.922 0.457
C -1.790 -5.721 -0.178
O -1.369 -7.014 -0.652
H 1.720 -7.060 1.735
H 1.975 -5.904 0.380
H 0.754 -7.198 0.209
H -1.437 -5.929 2.782
H 0.013 -6.836 3.145
H -0.940 -7.469 1.853
H 0.981 -3.688 1.861
H 1.639 -4.988 2.929
H -0.074 -4.349 3.068
H 0.065 -4.569 -0.284
H -1.030 -4.009 0.952
H -2.143 -5.194 -1.065
H -2.615 -5.841 0.502
H -1.540 -7.709 -0.024
C 3.421 -2.055 0.120
C 2.262 -3.004 -0.344
O 1.264 -2.476 -0.930
O 2.498 -4.243 -0.088
H 3.036 -1.012 0.160
H 4.292 -2.093 -0.540
H 3.799 -2.268 1.131
C -0.192 0.224 1.193
C -1.158 0.476 -0.018
O -1.904 -0.470 -0.348
O -1.044 1.633 -0.501
H 0.709 -0.205 0.749
H -0.619 -0.516 1.885
H 0.164 1.116 1.737
*
```


Below is a 2-piece molecular cluster, C2H4F2NO overall, with properties calculated with wB97M-V/def2-TZVPD.

For the HOMO-LUMO gap (alpha / beta), the calculation gives 6.83 / 5.87 eV. As for the energy relative to the best compared isomer or geometry (same formula, charge and spin): 1.640 eV.

ORCA input file:
```
! wB97M-V def2-TZVPD RIJCOSX def2/J DEFGRID3
* xyz -1 1
C 0.293 1.107 0.022
C 0.769 -0.331 -0.042
N -1.425 -1.562 0.152
O -2.245 -0.745 0.652
F 1.466 -0.595 -1.217
F 1.617 -0.856 0.943
H -0.008 1.361 1.017
H 1.154 1.741 -0.216
H -0.560 1.107 -0.588
H -1.060 -1.228 -0.723
*
```


| no. | molar mass (g mol⁻¹) | F_max (Eh/bohr) |
| --- | --- | --- |
| 1 | 1954.29 | 0.2178 |
| 2 | 82.15 | 0.0196 |
| 3 | 68.08 | 0.0678 |
| 4 | 744.00 | 0.0046 |
| 5 | 715.07 | 0.0637 |
| 6 | 96.06 | 0.0640 |